[1]
{"formula": "C20H42N4O6Zn", "method": "ωB97M-V/def2-TZVPD", "symbols": ["Zn", "C", "C", "C", "C", "C", "C", "N", "O", "C", "C", "C", "H", "H", "H", "H", "H", "H", "H", "H", "H", "H", "H", "H", "H", "H", "H", "H", "H", "H", "C", "C", "C", "C", "C", "C", "N", "O", "C", "C", "C", "H", "H", "H", "H", "H", "H", "H", "H", "H", "H", "H", "H", "H", "H", "H", "H", "H", "H", "C", "N", "O", "O", "H", "H", "H", "C", "N", "O", "O", "H", "H", "H"], "positions_angstrom": [[-0.1968, -0.1957, -0.0007], [-1.1141, 0.0455, -2.8904], [-2.3859, 0.7579, -2.4783], [-3.5797, -0.0328, -3.0965], [-4.8833, 0.2984, -2.4008], [-4.8116, 0.0144, -0.9380], [-3.6979, 0.8683, -0.3028], [-2.4515, 0.5821, -1.0620], [-1.3571, 1.2490, -0.5090], [-3.4872, 0.3485, 1.1338], [-4.2305, 2.2925, -0.1230], [-2.4792, 2.2435, -2.9365], [-0.2175, 0.5774, -2.5164], [-0.9999, -0.0328, -3.9656], [-1.1466, -0.9958, -2.5479], [-3.3441, -1.0652, -2.9119], [-3.6406, 0.1254, -4.2166], [-5.7324, -0.2798, -2.7948], [-5.1715, 1.3176, -2.6020], [-4.6014, -1.0238, -0.7923], [-5.6486, 0.2255, -0.3456], [-4.4621, 0.2764, 1.5849], [-2.7480, 1.0144, 1.6140], [-3.1032, -0.6699, 1.1454], [-3.4455, 2.9852, 0.2857], [-5.0219, 2.1627, 0.6627], [-4.6307, 2.7644, -1.0421], [-3.4411, 2.6920, -2.7816], [-2.3016, 2.3988, -3.9786], [-1.8374, 2.9497, -2.3522], [1.9374, 2.0742, -0.0206], [3.1188, 1.0350, 0.1301], [3.8943, 1.4315, 1.4174], [4.8921, 0.3540, 1.8283], [4.1136, -0.9506, 2.0970], [3.3071, -1.4052, 0.9053], [2.5301, -0.2261, 0.4374], [1.6095, -0.6093, -0.6037], [2.2074, -2.4178, 1.3812], [4.2052, -2.1623, -0.0807], [3.9021, 1.1471, -1.1858], [1.4274, 1.9341, -0.9662], [2.2707, 3.1260, 0.0414], [1.2571, 1.9806, 0.7789], [3.1220, 1.4931, 2.1948], [4.3239, 2.4530, 1.2052], [5.5235, 0.6401, 2.6560], [5.5986, 0.0994, 1.0101], [3.3354, -0.8022, 2.8557], [4.7954, -1.7495, 2.5040], [1.5280, -1.8926, 2.0380], [2.6541, -3.2388, 1.9007], [1.7117, -2.7181, 0.4778], [5.1103, -1.5703, -0.1874], [3.6633, -2.2993, -1.0537], [4.5006, -3.1452, 0.3097], [4.7730, 0.5071, -1.2316], [4.1761, 2.1975, -1.3974], [3.2558, 0.8893, -2.0293], [-0.2704, -4.5800, 0.2138], [-0.3851, -3.1527, -0.3749], [-0.7626, -2.3465, 0.4575], [-0.1315, -2.9518, -1.5119], [0.4388, -4.4163, 1.0425], [0.0762, -5.2794, -0.5287], [-1.2243, -4.7185, 0.6539], [0.1452, 1.0649, 4.3343], [-0.2385, 1.0332, 2.8621], [-0.8599, 1.9841, 2.5046], [0.0458, 0.0924, 2.1593], [-0.7637, 0.7599, 4.9112], [0.4116, 2.0883, 4.5026], [0.9429, 0.3537, 4.5201]], "lowdin_charge": [0.8033, -0.0431, -0.5239, -0.1213, -0.1950, -0.1500, -0.5033, -0.1782, -0.2884, -0.0432, -0.0329, -0.0131, 0.0788, 0.0867, 0.0633, 0.1024, 0.1408, 0.1154, 0.0942, 0.1140, 0.0980, 0.0756, 0.0609, 0.0725, 0.0991, 0.0926, 0.0706, 0.0441, 0.0673, 0.0959, -0.0304, -0.5221, -0.1275, -0.1672, -0.1525, -0.5098, -0.1429, -0.2848, -0.0397, -0.0284, -0.0253, 0.0686, 0.0959, 0.0313, 0.1084, 0.1334, 0.0992, 0.1063, 0.1058, 0.1370, 0.0651, 0.0800, 0.0374, 0.0592, 0.1009, 0.0822, 0.0622, 0.0887, 0.0801, 0.0984, -0.4196, 0.0031, 0.1363, 0.0918, 0.0991, 0.0852, 0.0875, -0.3987, 0.1040, 0.0150, 0.1209, 0.0914, 0.0915], "orbital_gap_ev": 6.6, "de_lowest_kcal_mol": 0.00, "lumo_ev": -0.23, "e_tot_ha": -3236.7472}



[2]
{"formula": "C12H12N2O", "method": "ωB97M-V/def2-TZVPD", "symbols": ["C", "C", "C", "C", "C", "C", "C", "C", "C", "C", "C", "C", "N", "N", "O", "H", "H", "H", "H", "H", "H", "H", "H", "H", "H", "H", "H"], "positions_angstrom": [[4.0661, -0.8396, 0.4426], [3.1389, -1.6504, -0.2531], [3.7783, 0.5462, 0.6735], [1.9850, -1.0418, -0.5992], [2.5326, 1.0656, 0.3568], [1.5999, 0.2463, -0.2401], [-3.6942, -0.8054, 0.3703], [-0.8069, -0.2580, -0.4753], [-1.9908, 0.6977, -0.8183], [-1.4428, 2.0685, -0.4334], [-0.1010, 2.0009, -0.4347], [-3.3042, 0.3136, -0.2436], [0.3097, 0.6636, -0.6028], [-4.0535, -1.4200, 1.5551], [-4.1290, -1.0622, -0.8388], [5.0348, -1.1843, 0.6886], [3.2358, -2.7191, -0.5052], [4.5499, 1.1825, 1.0728], [1.0753, -1.6555, -0.8728], [2.3161, 2.1755, 0.7261], [-1.0819, -0.5041, 0.6032], [-0.8711, -1.1025, -1.2317], [-2.2600, 0.6921, -1.8857], [-1.9199, 2.9793, -0.3950], [0.7082, 2.6641, -0.5086], [-3.9440, -0.8567, 2.3796], [-4.7313, -2.1964, 1.4697]], "nbo_charge": [-0.2378, -0.1989, -0.1952, -0.2443, -0.2538, 0.1607, 0.5007, -0.2250, -0.3253, -0.2495, 0.0050, 0.0474, -0.4290, -0.8127, -0.5345, 0.2084, 0.2235, 0.2145, 0.2075, 0.2146, 0.1842, 0.2277, 0.2432, 0.2177, 0.2177, 0.4149, 0.4182], "orbital_gap_ev": 8.2, "de_lowest_kcal_mol": 115.36, "lumo_ev": 0.68, "e_tot_ha": -649.0335}



[3]
{"formula": "C25H15CrF3O4", "method": "ωB97M-V/def2-TZVPD", "symbols": ["F", "C", "F", "F", "C", "C", "C", "C", "O", "C", "C", "H", "H", "H", "H", "O", "C", "Cr", "C", "O", "C", "O", "C", "C", "C", "C", "C", "C", "C", "C", "C", "C", "C", "C", "C", "C", "C", "H", "H", "H", "H", "H", "H", "H", "H", "H", "H", "H"], "positions_angstrom": [[-4.7213, -6.6617, -0.7211], [-3.8616, -6.2006, -1.6805], [-3.2720, -7.2988, -2.2459], [-4.6364, -5.6178, -2.6536], [-2.8437, -5.2210, -1.1427], [-1.5971, -5.1323, -1.7599], [-0.7396, -4.1215, -1.3590], [-1.0816, -3.1949, -0.3387], [-0.2329, -2.2408, 0.0050], [-2.3230, -3.3870, 0.3145], [-3.1875, -4.4004, -0.0703], [-1.3081, -5.8407, -2.5398], [0.2146, -3.9818, -1.8538], [-2.5622, -2.7491, 1.1578], [-4.1124, -4.5925, 0.4799], [2.7983, 6.5198, 0.6043], [2.5994, 5.5772, 1.2543], [1.9541, 4.1298, 2.3275], [0.5658, 4.0480, 1.0438], [-0.2763, 4.1854, 0.2511], [0.9103, 5.5260, 3.1214], [0.2617, 6.4438, 3.4177], [3.5320, 3.7403, 3.7507], [3.9256, 3.3443, 2.4643], [3.1250, 2.4657, 1.7183], [1.9947, 1.8417, 2.2878], [1.2334, 0.8227, 1.5346], [0.4663, 0.1788, 0.8104], [-0.5286, -0.4421, -0.0529], [-0.4478, -0.1716, -1.5275], [-1.4334, -0.6434, -2.4069], [-1.2801, -0.4758, -3.7804], [-0.1787, 0.2213, -4.2858], [0.7611, 0.7607, -3.4078], [0.6467, 0.5423, -2.0278], [1.5122, 2.4056, 3.4895], [2.3029, 3.2834, 4.2451], [4.1442, 4.4363, 4.3298], [4.8474, 3.7225, 2.0350], [3.3873, 2.2374, 0.6829], [-1.5633, -0.4204, 0.3478], [-2.3074, -1.1774, -2.0094], [-2.0383, -0.8753, -4.4520], [-0.1028, 0.4175, -5.3521], [1.5883, 1.3684, -3.7669], [1.3946, 0.8741, -1.2978], [0.5134, 2.1367, 3.8428], [1.9569, 3.6171, 5.2165]], "nbo_charge": [-0.3129, 0.9629, -0.3132, -0.3130, -0.0400, -0.1910, -0.1771, 0.4347, -0.4552, -0.2132, -0.1851, 0.2586, 0.2443, 0.2366, 0.2568, -0.4086, 0.7405, -0.6667, 0.7458, -0.4342, 0.7401, -0.4062, -0.2150, -0.1531, -0.2420, -0.0037, -0.0745, 0.0097, -0.0830, 0.0097, -0.2355, -0.1897, -0.1917, -0.2020, -0.2088, -0.2423, -0.1541, 0.2661, 0.2646, 0.2667, 0.2280, 0.2133, 0.2260, 0.2286, 0.2236, 0.2215, 0.2691, 0.2644], "orbital_gap_ev": [5.6, 5.9], "lumo_ev": [-3.12, -6.00], "multiplicity": 4, "total_charge": 1, "e_tot_ha": -2606.2814}



[4]
{"formula": "C3H14O4S", "method": "ωB97M-V/def2-TZVPD", "symbols": ["C", "O", "C", "C", "S", "H", "H", "H", "H", "H", "H", "H", "H", "H", "H", "O", "H", "H", "O", "H", "H", "O"], "positions_angstrom": [[-0.5266, -0.1592, 1.1955], [-0.6775, 1.1968, 0.8564], [-0.3659, -1.0567, -0.0301], [1.0365, -0.9498, -0.7736], [2.4295, -1.2255, 0.2057], [-1.3376, -0.5391, 1.8222], [0.3204, -0.2695, 1.8827], [-1.3376, 1.2621, 0.0965], [-1.0421, -0.7047, -0.8040], [-0.5250, -2.1084, 0.1773], [1.0181, -1.7328, -1.5324], [1.1375, -0.0047, -1.3191], [4.9915, -0.2136, -1.0300], [5.1691, 0.4394, -0.7255], [-2.8541, 2.1060, -0.7787], [-2.3288, 1.2928, -0.8946], [1.8828, 1.0535, 0.5086], [1.4585, 2.4714, 0.7318], [2.2490, 1.9379, 0.5403], [-3.2184, -0.2519, -0.2643], [-4.1979, -1.3492, 0.1949], [-3.2815, -1.1945, -0.0595]], "nbo_charge": [-0.1000, -0.6521, -0.3853, -0.7455, 0.8748, 0.2270, 0.1847, 0.4464, 0.2639, 0.2519, 0.3230, 0.3219, -0.0399, 0.0473, 0.4749, -0.5016, 0.4182, 0.4948, -0.9007, 0.4771, 0.4881, -0.9689], "orbital_gap_ev": [5.6, 5.5], "de_lowest_kcal_mol": 66.47, "lumo_ev": [-9.01, -9.08], "multiplicity": 2, "total_charge": 1, "e_tot_ha": -821.3021}



What is the formula in the first record?
C20H42N4O6Zn



Copy entry 2 word for word.
{"formula": "C12H12N2O", "method": "ωB97M-V/def2-TZVPD", "symbols": ["C", "C", "C", "C", "C", "C", "C", "C", "C", "C", "C", "C", "N", "N", "O", "H", "H", "H", "H", "H", "H", "H", "H", "H", "H", "H", "H"], "positions_angstrom": [[4.0661, -0.8396, 0.4426], [3.1389, -1.6504, -0.2531], [3.7783, 0.5462, 0.6735], [1.9850, -1.0418, -0.5992], [2.5326, 1.0656, 0.3568], [1.5999, 0.2463, -0.2401], [-3.6942, -0.8054, 0.3703], [-0.8069, -0.2580, -0.4753], [-1.9908, 0.6977, -0.8183], [-1.4428, 2.0685, -0.4334], [-0.1010, 2.0009, -0.4347], [-3.3042, 0.3136, -0.2436], [0.3097, 0.6636, -0.6028], [-4.0535, -1.4200, 1.5551], [-4.1290, -1.0622, -0.8388], [5.0348, -1.1843, 0.6886], [3.2358, -2.7191, -0.5052], [4.5499, 1.1825, 1.0728], [1.0753, -1.6555, -0.8728], [2.3161, 2.1755, 0.7261], [-1.0819, -0.5041, 0.6032], [-0.8711, -1.1025, -1.2317], [-2.2600, 0.6921, -1.8857], [-1.9199, 2.9793, -0.3950], [0.7082, 2.6641, -0.5086], [-3.9440, -0.8567, 2.3796], [-4.7313, -2.1964, 1.4697]], "nbo_charge": [-0.2378, -0.1989, -0.1952, -0.2443, -0.2538, 0.1607, 0.5007, -0.2250, -0.3253, -0.2495, 0.0050, 0.0474, -0.4290, -0.8127, -0.5345, 0.2084, 0.2235, 0.2145, 0.2075, 0.2146, 0.1842, 0.2277, 0.2432, 0.2177, 0.2177, 0.4149, 0.4182], "orbital_gap_ev": 8.2, "de_lowest_kcal_mol": 115.36, "lumo_ev": 0.68, "e_tot_ha": -649.0335}



Number 1 is which compound?
C20H42N4O6Zn